Below is an isolated molecule of C3H8N2S at a distorted geometry, with properties calculated with ωB97M-V/def2-TZVPD.

Values from the calculation:
orbital gap = 9.63 eV
calculated total energy = -626.7855 Eh
structure (SMILES) = [H]/N=C(\NC)SC
LUMO = 0.863 eV
net charge = 0
multiplicity = 1
maximum force = 2.26 eV/Å
ΔE to the lowest compared entry with this formula, charge and spin = 23.7 kcal/mol

CARTESIAN COORDINATES (ANGSTROEM)
1 H 0.083 2.415 0.131
2 H -3.288 -1.094 0.013
3 C 2.145 -0.895 0.046
4 H 1.904 1.184 -0.328
5 C 0.032 0.550 0.043
6 H 1.894 -1.398 1.006
7 H 2.072 -1.585 -0.772
8 C -2.522 -0.302 -0.105
9 N -0.559 1.649 0.121
10 H -2.693 0.345 -0.947
11 H -2.698 0.277 0.791
12 S -0.905 -0.990 0.047
13 H 3.149 -0.483 0.113
14 N 1.388 0.327 -0.158

Here are the natural (NBO) charges for atoms 1 to 8, given in e:
1 H 0.3358
2 H 0.2311
3 C -0.4093
4 H 0.3836
5 C 0.3323
6 H 0.2034
7 H 0.1992
8 C -0.7615